Density functional theory data (ωB97M-V/def2-TZVPD) for the ion C4H13N2 with charge +2 in a non-equilibrium geometry.

Results
net charge: +2
energy above the lowest of the compared OMol25 structures with the same formula, charge and spin: 165.5 kJ/mol
strongest force on any atom: 5.0 eV/Å
2S+1: 2
gap between HOMO and LUMO (alpha / beta): 13.7 / 7.4 eV

Last column: Löwdin spin population.
Geometry (Å):
C: 0.94939 -1.52638 -0.50809  0.043
C: 1.17261 -0.06206 -0.08936  0.127
C: 0.32012 0.33242 1.18421  0.009
C: -1.17972 0.07327 1.14459  0.008
N: -1.76893 0.57115 -0.27046  0.022
N: 0.83355 0.81482 -1.26926  0.658
H: -0.14543 -1.61422 -0.78659  0.006
H: 1.57291 -1.73376 -1.40169  0.000
H: 1.18942 -2.18804 0.32788  0.000
H: 2.23923 -0.04498 0.11533  0.074
H: 0.55816 1.40063 1.33914  0.000
H: 0.70509 -0.20656 2.08898  0.000
H: -1.36729 -0.98422 0.97317  0.000
H: -1.73382 0.79679 1.92811  0.003
H: -2.69911 0.18630 -0.45186  0.001
H: -1.90413 1.61318 -0.30274  0.000
H: 0.92163 1.78336 -1.03007  0.022
H: 1.46918 0.56207 -2.00867  0.017
H: -1.13286 0.22623 -0.98264  0.010

***

Density functional theory data (ωB97M-V/def2-TZVPD) for a structure of composition C11H52N23NbO13P in a non-equilibrium geometry.

Results
net charge: -1
strongest force on any atom: 2.0 eV/Å
gap between HOMO and LUMO: 4.7 eV

Last column: Mulliken charge in e.
Geometry (Å):
N: 3.18722 -0.72858 -0.44282  -0.936
Nb: 3.20262 0.91799 -1.74173  -1.049
P: 5.74380 0.69616 -2.26429  0.460
O: 6.18912 0.40882 -3.81259  -0.631
O: 6.58577 2.09343 -2.01388  -0.517
H: 2.58015 -0.60846 0.36364  0.168
H: 2.97332 -1.61534 -0.88919  0.218
H: 3.67413 2.12498 -0.39748  -0.029
H: 3.35507 2.34883 -2.87892  0.368
H: 3.01543 -0.09427 -3.27758  -0.039
H: 1.43569 1.29472 -1.73763  0.177
H: 6.74163 -0.40677 -3.78515  0.315
H: 6.73920 2.12764 -1.03846  0.294
C: -1.18071 0.76725 0.15776  0.548
O: -0.12417 1.09242 0.67509  -0.647
N: -1.62246 1.21558 -1.04059  -0.072
N: -2.04442 -0.14202 0.78709  -0.234
H: -2.52150 0.92001 -1.38186  0.199
H: -1.03437 1.84745 -1.57469  0.138
H: -1.77919 -0.49410 1.68528  0.223
H: -2.89471 -0.44452 0.34758  0.069
C: -0.67894 -3.67479 0.56639  0.713
O: -1.72822 -3.57330 -0.06554  -0.751
N: -0.34989 -4.87771 1.12241  -0.324
N: 0.16946 -2.63950 0.79658  -0.244
H: 0.44725 -5.00245 1.71753  0.138
H: -0.98829 -5.64374 1.00318  0.218
H: -0.05651 -1.72639 0.43308  0.052
H: 1.01859 -2.74157 1.32127  0.105
C: 5.93552 -1.60821 2.21423  0.535
O: 5.52784 -0.58127 2.71312  -0.632
N: 6.94757 -2.34198 2.84080  -0.386
N: 5.47720 -2.14764 1.04987  -0.264
H: 7.32726 -3.18832 2.46327  0.149
H: 7.31347 -1.97378 3.69600  0.217
H: 4.76343 -1.67715 0.49104  0.328
H: 5.85691 -3.00717 0.70055  0.165
C: -5.69640 0.00849 -1.20960  0.645
O: -4.52840 0.14873 -1.52612  -0.663
N: -6.70825 0.55049 -1.96336  -0.452
N: -6.09637 -0.70206 -0.10614  -0.284
H: -7.67919 0.43884 -1.74430  0.148
H: -6.44152 1.06285 -2.78208  0.226
H: -5.39121 -1.13120 0.46070  0.130
H: -7.05819 -0.84872 0.13325  0.173
C: -3.39893 -5.18641 3.03162  0.691
O: -2.80194 -6.13727 2.54573  -0.639
N: -4.26499 -5.31756 4.07847  -0.319
N: -3.23160 -3.91645 2.53107  -0.091
H: -4.78257 -4.55908 4.47963  0.126
H: -4.43376 -6.23365 4.44632  0.137
H: -2.62302 -3.80582 1.73684  -0.144
H: -3.71053 -3.11695 2.89902  0.168
C: -0.76726 4.70437 -2.06999  0.636
O: -0.40010 3.59417 -2.42101  -0.790
N: -0.20292 5.37260 -1.03483  -0.253
N: -1.78920 5.38159 -2.71262  -0.362
H: -0.52473 6.28478 -0.76672  0.244
H: 0.55759 4.91692 -0.56365  0.197
H: -2.22215 4.93070 -3.49385  0.196
H: -2.06296 6.30696 -2.43741  0.159
C: 3.61122 6.22482 -3.23008  0.597
O: 2.96199 7.22175 -2.94240  -0.689
N: 3.09285 4.98722 -3.39397  -0.195
N: 4.98609 6.30529 -3.41044  -0.385
H: 3.62105 4.15413 -3.59585  0.202
H: 2.11006 4.85945 -3.22470  0.105
H: 5.41535 7.19977 -3.28475  0.200
H: 5.55180 5.50145 -3.60808  0.179
C: -1.99525 8.73606 0.23409  0.577
O: -1.44244 8.03180 -0.59038  -0.646
N: -2.59805 8.20967 1.34767  -0.367
N: -2.03961 10.09947 0.09621  -0.420
H: -3.05055 8.76723 2.04620  0.161
H: -2.56026 7.21398 1.46084  0.226
H: -1.58569 10.49006 -0.70746  0.224
H: -2.47922 10.70725 0.76009  0.157
C: -5.53676 -4.69475 -0.54311  0.509
O: -6.64438 -4.74066 -1.05830  -0.722
N: -5.10184 -5.66389 0.33868  -0.258
N: -4.64026 -3.69316 -0.76937  -0.212
H: -4.19634 -5.63804 0.77513  0.213
H: -5.72794 -6.41851 0.53928  0.184
H: -4.90630 -2.96194 -1.40030  0.117
H: -3.72191 -3.68052 -0.35390  0.296
C: 9.82267 -0.59368 -4.58443  0.586
O: 10.75183 -1.35050 -4.36747  -0.661
N: 9.26484 0.21021 -3.63261  -0.321
N: 9.24219 -0.49220 -5.83465  -0.354
H: 8.48055 0.81810 -3.80537  0.216
H: 9.62890 0.15507 -2.70036  0.162
H: 9.61252 -1.07181 -6.56180  0.200
H: 8.46579 0.11328 -6.02707  0.207
C: -6.40967 -5.98889 7.20495  0.668
O: -6.39405 -5.76723 6.00940  -0.648
N: -6.07882 -7.21736 7.72343  -0.385
N: -6.76082 -5.02662 8.12166  -0.397
H: -6.08281 -7.42217 8.70409  0.165
H: -5.82326 -7.93657 7.07428  0.213
H: -7.00954 -4.12367 7.76610  0.216
H: -6.77961 -5.18648 9.11043  0.162

***

Density functional theory data (ωB97M-V/def2-TZVPD) for the molecule C3H5NO2 in a non-equilibrium geometry.

Results
energy above the lowest of the compared OMol25 structures with the same formula, charge and spin: 443.6 kJ/mol
strongest force on any atom: 1.1 eV/Å
gap between HOMO and LUMO (alpha / beta): 8.5 / 8.5 eV

Last column: natural (NBO) charge in e.
Geometry (Å):
C: -0.36813 -1.98335 0.06582  -0.449
N: -0.22310 -0.90028 0.94880  -0.526
C: 0.00985 0.33929 0.67742  0.229
O: -0.08038 0.76287 -0.64731  -0.510
C: 0.27681 2.04406 -0.93633  0.648
O: 0.71079 2.85411 -0.15845  -0.563
H: -0.82517 -2.86128 0.51796  0.203
H: 0.58454 -1.70865 1.13324  0.445
H: -0.52577 -1.81330 -1.00407  0.195
H: 0.34422 1.05794 1.41526  0.200
H: 0.09634 2.20859 -2.01235  0.128

***

Density functional theory data (ωB97M-V/def2-TZVPD) for the molecule C11H16N4O3 in a non-equilibrium geometry.

Results
energy above the lowest of the compared OMol25 structures with the same formula, charge and spin: 742.2 kJ/mol
strongest force on any atom: 7.1 eV/Å
SMILES: O=C(O)[C@H](Cc1c[nH]cn1)NC(=O)[C@@H]1CCCN1
gap between HOMO and LUMO: 9.4 eV

Last column: natural (NBO) charge in e.
Geometry (Å):
O: 3.82105 -1.43676 -0.48106  -0.587
C: 2.80215 -0.84361 -0.93500  0.760
O: 2.55867 -1.00820 -2.17629  -0.634
C: 2.00773 0.29383 -0.29067  -0.164
C: 2.73036 0.31259 1.03598  -0.483
C: 1.92337 0.77253 2.33562  0.102
C: 2.40744 1.90129 2.97693  -0.113
N: 1.29669 2.27489 3.90899  -0.593
C: 0.41263 1.15958 3.70781  0.228
N: 0.71758 0.22611 2.86016  -0.510
N: 0.48153 0.12555 -0.03473  -0.647
C: -0.36579 0.13446 -1.07101  0.666
O: -0.16716 0.07338 -2.44954  -0.746
C: -1.89557 0.17269 -0.79461  -0.145
C: -2.17632 -1.41175 -0.57199  -0.407
C: -3.45900 -1.73877 -1.39927  -0.422
C: -3.11267 -0.90435 -2.69048  -0.243
N: -2.82663 0.41672 -1.99928  -0.638
H: 1.67919 -0.73411 -2.35407  0.513
H: 2.37076 1.09569 -1.07720  0.255
H: 3.19785 -0.83029 1.10861  0.299
H: 3.69895 0.93078 0.95216  0.241
H: 3.10711 2.73156 2.62319  0.241
H: 0.91258 3.14660 4.35776  0.442
H: -0.69321 1.15879 4.03988  0.202
H: -0.02504 0.14275 0.97403  0.481
H: -1.97798 1.09941 -0.00535  0.215
H: -1.30688 -2.12300 -1.00663  0.224
H: -2.12602 -1.70118 0.49428  0.234
H: -3.16337 -2.86008 -1.49247  0.204
H: -4.46577 -1.60390 -1.16368  0.223
H: -2.19127 -1.53665 -2.90273  0.186
H: -3.74025 -0.43534 -3.65813  0.229
H: -2.43271 0.99880 -2.82122  0.389

***

Density functional theory data (ωB97M-V/def2-TZVPD) for the molecule C23H17N3O8 in a non-equilibrium geometry.

Results
strongest force on any atom: 1.2 eV/Å
SMILES: Cc1ccc(C(=O)COC(=O)c2cccc(NC(=O)c3ccc([N+](=O)[O-])cc3[N+](=O)[O-])c2)cc1
gap between HOMO and LUMO: 7.9 eV

Last column: natural (NBO) charge in e.
Geometry (Å):
C: -2.08699 -2.94647 -2.23121  -0.631
C: -2.98314 -2.26283 -1.24605  0.004
C: -3.63636 -1.08456 -1.59504  -0.215
C: -4.45379 -0.43103 -0.69565  -0.196
C: -4.64204 -0.95250 0.58366  -0.114
C: -5.43147 -0.26173 1.62489  0.554
O: -6.14224 -0.83358 2.41388  -0.519
C: -5.27680 1.26346 1.70026  -0.183
O: -4.17580 1.77042 0.96708  -0.506
C: -2.96848 1.31023 1.33322  0.793
O: -2.78950 0.62440 2.30989  -0.591
C: -1.90110 1.70336 0.38437  -0.157
C: -2.13909 2.53565 -0.70565  -0.178
C: -1.10524 2.81995 -1.57862  -0.199
C: 0.15723 2.28377 -1.38894  -0.232
C: 0.39707 1.45275 -0.29783  0.221
N: 1.64684 0.87110 -0.04440  -0.615
C: 2.78732 1.00105 -0.76113  0.684
O: 2.92459 1.55697 -1.82471  -0.578
C: 3.96212 0.25125 -0.16377  -0.083
C: 4.07572 -1.12291 -0.35011  -0.190
C: 5.21921 -1.79087 0.04887  -0.151
C: 6.26513 -1.07853 0.62456  0.016
N: 7.46675 -1.78480 1.03840  0.532
O: 8.33370 -1.13522 1.57077  -0.357
O: 7.50798 -2.97306 0.82177  -0.364
C: 6.18313 0.29155 0.81611  -0.174
C: 5.02381 0.93989 0.42352  0.099
N: 4.89721 2.36554 0.66360  0.522
O: 3.77040 2.80496 0.71867  -0.362
O: 5.91242 2.99582 0.81615  -0.348
C: -0.63514 1.16824 0.58671  -0.209
C: -4.02599 -2.15530 0.92278  -0.167
C: -3.19984 -2.79418 0.01982  -0.214
H: -1.47282 -3.69968 -1.74435  0.215
H: -1.44008 -2.22447 -2.72632  0.221
H: -2.68483 -3.43782 -2.99893  0.226
H: -3.49370 -0.67223 -2.58358  0.212
H: -4.95852 0.47537 -0.99392  0.219
H: -5.19282 1.52994 2.76004  0.229
H: -6.16518 1.74146 1.27977  0.223
H: -3.12146 2.95260 -0.85582  0.230
H: -1.27907 3.46850 -2.42361  0.220
H: 0.95633 2.51040 -2.07449  0.256
H: 1.70492 0.38305 0.83971  0.407
H: 3.26844 -1.66375 -0.81920  0.236
H: 5.32191 -2.85758 -0.08332  0.259
H: 6.99971 0.84106 1.26329  0.284
H: -0.48048 0.52694 1.44249  0.231
H: -4.18576 -2.55937 1.91056  0.231
H: -2.71417 -3.71723 0.30182  0.211

***

Density functional theory data (ωB97M-V/def2-TZVPD) for a cluster of 2 separate species, C6H10O in total.

Results
energy above the lowest of the compared OMol25 structures with the same formula, charge and spin: 459.7 kJ/mol
strongest force on any atom: 0.4 eV/Å
gap between HOMO and LUMO: 9.0 eV

Last column: natural (NBO) charge in e.
Geometry (Å):
C: 0.12851 0.75932 -1.96235  -0.607
C: 0.80537 -0.38860 -1.24812  -0.229
C: 1.81300 -0.11381 -0.16558  -0.413
C: 0.46933 -0.68255 0.18103  -0.330
C: -1.61666 0.44649 1.22438  -0.216
C: -1.63533 -0.20157 2.45904  0.256
O: -0.93501 -0.83164 3.21563  -0.553
H: 0.76729 1.16550 -2.75412  0.215
H: -0.09887 1.57083 -1.26106  0.214
H: -0.81454 0.43802 -2.41956  0.210
H: 1.00471 -1.26084 -1.86878  0.217
H: 2.67941 -0.76120 -0.06755  0.223
H: 1.99389 0.92504 0.09923  0.219
H: 0.36339 -1.69327 0.55915  0.238
H: -2.27295 0.02379 0.45622  0.201
H: -0.17748 0.08452 0.67522  0.179
H: -2.66375 0.22072 2.76054  0.175

***

Density functional theory data (ωB97M-V/def2-TZVPD) for the molecule C4H6O2 in a non-equilibrium geometry.

Results
energy above the lowest of the compared OMol25 structures with the same formula, charge and spin: 562.5 kJ/mol
strongest force on any atom: 4.1 eV/Å
SMILES: C1OCC12CO2
gap between HOMO and LUMO: 10.4 eV

Last column: natural (NBO) charge in e.
Geometry (Å):
C: -0.90581 0.90058 0.51423  -0.099
O: -1.49847 0.23443 -0.58807  -0.523
C: -0.66961 -0.92093 -0.52966  -0.186
C: 0.38636 0.19518 0.35746  0.253
C: 1.69446 0.10552 -0.24984  -0.210
O: 1.38607 -0.15149 1.19155  -0.459
H: -0.94324 1.98293 0.41759  0.197
H: -1.33869 0.56845 1.46952  0.179
H: -1.02695 -1.71262 0.13963  0.162
H: -0.64871 -1.38358 -1.56056  0.197
H: 1.13275 -0.73455 -0.80946  0.266
H: 2.43185 0.91610 -0.35240  0.222

***

Density functional theory data (ωB97M-V/def2-TZVPD) for the molecule C4H11NS in a non-equilibrium geometry.

Results
energy above the lowest of the compared OMol25 structures with the same formula, charge and spin: 313.4 kJ/mol
strongest force on any atom: 3.7 eV/Å
gap between HOMO and LUMO: 8.3 eV

Last column: natural (NBO) charge in e.
Geometry (Å):
C: 0.97347 -1.21620 2.03725  -0.635
C: 0.07527 0.07213 -2.39444  -0.715
C: -1.86797 0.89258 -0.57728  -0.850
C: 1.12401 0.18833 1.40258  -0.228
N: 0.83991 0.24669 -0.02889  -0.935
S: -0.57358 -0.29585 -0.64722  0.997
H: 1.69321 -1.61604 2.69468  0.210
H: -0.05667 -1.22225 2.50260  0.190
H: 0.97184 -1.96176 1.19029  0.205
H: 1.22160 0.11969 -2.26815  0.276
H: -0.26134 1.01689 -2.58671  0.204
H: -0.14917 -0.67299 -3.19853  0.223
H: -2.25688 0.84930 0.44937  0.242
H: -2.77229 0.44900 -1.16210  0.234
H: -1.60965 1.86089 -0.94723  0.233
H: 2.11151 0.39980 1.56704  0.192
H: 0.53673 0.88978 1.96674  0.158

***

Number 1: molecular weight 89.2 g mol⁻¹. Number 2: molecular weight 838.6 g mol⁻¹. Number 3: molecular weight 87.1 g mol⁻¹. Number 4: molecular weight 252.3 g mol⁻¹. Number 5: molecular weight 463.4 g mol⁻¹. Number 6: molecular weight 98.1 g mol⁻¹. Number 7: molecular weight 86.1 g mol⁻¹. Number 8: molecular weight 105.2 g mol⁻¹.